1.
{"formula": "C5H7NOS", "method": "wB97M-V/def2-TZVPD", "symbols": ["C", "C", "C", "C", "C", "H", "H", "H", "H", "H", "H", "H", "N", "O", "S"], "coordinates": [[0.777, 1.918, -1.268], [-0.186, 1.375, -0.303], [-0.421, 0.239, 0.366], [-0.956, -2.119, 0.272], [0.193, -1.916, 1.285], [1.573, 3.544, -1.804], [-0.794, 2.286, 0.055], [-1.107, 0.265, 1.280], [-0.814, -2.972, -0.462], [-2.007, -1.908, 0.522], [1.091, -2.533, 1.258], [-0.098, -1.374, 2.142], [0.053, -1.103, 0.065], [0.967, 3.287, -1.138], [1.729, 1.011, -2.271]], "atomic_forces_ev_per_a": [[1.714, -0.681, -0.479], [-1.309, 2.990, 1.115], [-0.388, -1.278, 0.107], [1.243, -1.832, -0.197], [-0.975, -0.315, -2.247], [1.246, 0.328, -1.272], [0.845, -1.604, -0.055], [0.644, 0.239, -1.360], [-0.411, 1.116, 1.029], [0.696, 0.248, 0.075], [-0.478, 0.036, 0.350], [0.032, 0.090, 1.225], [-0.015, 2.134, 0.052], [-2.122, -2.185, 1.257], [-0.720, 0.713, 0.400]], "nbo_charge": [0.20, -0.34, 0.08, -0.25, -0.26, 0.50, 0.23, 0.17, 0.22, 0.21, 0.22, 0.19, -0.42, -0.66, -0.08], "homo_energy_ev": -8.640, "de_lowest_ev": 3.187, "lumo_energy_ev": -0.36, "smiles": "OC(=S)/C=C\\N1CC1", "total_charge": 0}

2.
{"formula": "C5H7NOS", "method": "wB97M-V/def2-TZVPD", "symbols": ["C", "C", "C", "C", "C", "N", "O", "S", "H", "H", "H", "H", "H", "H", "H"], "coordinates": [[0.587, -1.409, -0.086], [3.195, 0.182, 0.041], [0.335, -0.085, 0.263], [-1.881, 0.361, -0.740], [-0.968, 0.470, 0.502], [0.840, -2.487, -0.405], [-1.522, -0.088, 1.651], [1.735, 1.006, 0.365], [2.919, -0.747, -0.576], [4.065, 0.832, -0.029], [-1.266, 0.525, -1.552], [-2.624, 1.139, -0.623], [-2.430, -0.688, -0.732], [-0.824, 1.635, 0.593], [-2.161, -0.647, 1.330]], "atomic_forces_ev_per_a": [[-0.153, 0.209, 0.000], [-2.967, -0.493, -1.180], [4.288, 0.995, -0.271], [-1.911, -2.144, 2.904], [-0.726, 3.064, -0.758], [0.159, -0.548, -0.132], [1.633, 2.045, 1.377], [-0.485, -1.680, 0.130], [1.440, 1.170, 1.108], [-0.184, -0.466, -0.044], [0.824, 0.114, -2.112], [-0.364, 0.007, -0.345], [1.231, 1.980, -0.429], [-0.190, -1.971, 0.400], [-2.595, -2.281, -0.649]], "nbo_charge": [0.21, -0.68, -0.36, -0.61, 0.06, -0.31, -0.68, 0.60, 0.24, 0.24, 0.22, 0.22, 0.20, 0.18, 0.47], "homo_energy_ev": [-8.371, -8.374], "de_lowest_ev": 4.033, "lumo_energy_ev": [-1.05, -0.62], "total_charge": 0}

3.
{"formula": "C5H7NOS", "method": "wB97M-V/def2-TZVPD", "symbols": ["C", "C", "C", "C", "C", "H", "H", "H", "H", "H", "H", "H", "N", "O", "S"], "coordinates": [[-0.415, 1.881, 0.180], [-1.366, 0.900, 0.178], [-1.153, -0.634, 0.119], [0.356, -1.062, 0.155], [0.717, -2.025, -0.835], [1.687, 1.291, -0.205], [1.444, 2.768, 0.837], [-0.962, 2.797, 0.424], [-2.471, 1.096, 0.386], [0.803, -1.269, 1.202], [-0.045, -2.176, -1.717], [1.313, -2.887, -0.406], [1.023, 1.899, 0.435], [1.249, -0.698, -0.975], [-2.179, -1.881, 0.220]], "atomic_forces_ev_per_a": [[0.688, -0.026, 2.393], [-0.805, -3.137, -0.154], [2.510, 2.377, 0.653], [-1.113, 0.051, 0.453], [-0.919, -1.452, -1.908], [-2.072, 1.678, 1.905], [-0.934, -1.212, -1.110], [0.897, 0.368, -0.279], [1.751, 0.421, -0.764], [-0.568, 0.998, -1.774], [1.612, -0.442, 2.030], [-0.169, 1.056, -1.373], [-0.297, -1.030, -2.088], [-0.028, -0.356, 1.981], [-0.553, 0.708, 0.035]], "nbo_charge": [0.07, -0.35, -0.12, -0.04, -0.11, 0.43, 0.40, 0.20, 0.24, 0.22, 0.20, 0.19, -0.86, -0.53, 0.04], "homo_energy_ev": -8.600, "de_lowest_ev": 4.238, "lumo_energy_ev": -0.54, "smiles": "N/C=C\\C(=S)[C@H]1CO1", "total_charge": 0}

4.
{"formula": "C5H7NOS", "method": "wB97M-V/def2-TZVPD", "symbols": ["C", "C", "C", "C", "C", "H", "H", "H", "H", "H", "H", "H", "N", "O", "S"], "coordinates": [[1.474, 1.108, -0.118], [0.337, 0.090, 0.044], [0.858, -1.006, 1.070], [0.500, -1.056, -1.018], [-0.978, 0.723, 0.265], [2.452, 0.557, -0.055], [0.096, -1.503, 1.635], [1.582, -0.678, 1.773], [1.496, -2.727, -0.058], [0.961, -0.705, -1.982], [-0.458, -1.505, -1.267], [-0.930, 1.734, 0.603], [1.400, -1.729, -0.084], [1.306, 2.285, -0.123], [-2.412, -0.031, -0.034]], "atomic_forces_ev_per_a": [[-0.360, -1.773, 1.042], [0.449, -0.623, -0.108], [-0.086, 0.170, -1.228], [0.533, 1.132, -0.712], [-1.467, -1.520, -0.711], [-0.043, 0.739, -0.463], [-0.892, -0.284, 0.035], [0.936, 0.510, 0.614], [-0.286, -0.312, -0.043], [-0.185, -0.411, 0.794], [-0.093, -0.302, 0.291], [-0.173, 0.700, 0.314], [0.159, 0.260, 0.069], [0.287, 0.821, -0.321], [1.222, 0.892, 0.425]], "nbo_charge": [0.46, -0.29, -0.17, -0.19, -0.20, 0.13, 0.19, 0.19, 0.37, 0.19, 0.21, 0.22, -0.64, -0.51, 0.04], "homo_energy_ev": -8.887, "de_lowest_ev": 2.636, "lumo_energy_ev": -0.58, "smiles": "O=CC1(C=S)CNC1", "total_charge": 0}

5.
{"formula": "C5H7NOS", "method": "wB97M-V/def2-TZVPD", "symbols": ["C", "C", "C", "C", "C", "H", "H", "H", "H", "H", "H", "H", "N", "O", "S"], "coordinates": [[-0.813, -0.266, 1.872], [-0.045, -0.360, 0.498], [0.737, -1.525, -0.023], [0.531, 1.038, -0.212], [-0.758, 0.263, -0.804], [-1.557, -1.148, 2.040], [-0.310, -0.546, 2.861], [-1.335, 0.737, 1.957], [0.353, 2.126, 0.086], [2.046, -0.124, -1.145], [-1.724, 0.567, -0.535], [0.406, 0.758, -2.479], [1.531, -2.270, -0.612], [1.587, 1.006, -1.030], [-0.651, -0.258, -2.473]], "atomic_forces_ev_per_a": [[-0.814, -1.876, 0.796], [0.586, 0.847, -1.373], [4.702, -3.039, -2.111], [-3.530, -1.352, 0.037], [1.578, 0.294, 2.297], [0.502, 1.669, -1.312], [0.599, 1.227, -1.623], [0.656, -1.381, -0.121], [0.130, -1.937, 0.572], [-2.222, 4.561, 0.694], [-1.123, 0.852, 0.449], [-1.218, -1.743, -1.060], [-5.148, 4.787, 3.739], [3.466, -4.470, -1.003], [1.833, 1.563, 0.017]], "nbo_charge": [-0.63, -0.19, 0.30, 0.14, -0.42, 0.23, 0.25, 0.24, 0.23, 0.53, 0.22, 0.19, -0.34, -0.71, -0.01], "homo_energy_ev": -9.017, "de_lowest_ev": 4.873, "lumo_energy_ev": 0.60, "total_charge": 0}

6.
{"formula": "C5H7NOS", "method": "wB97M-V/def2-TZVPD", "symbols": ["C", "C", "C", "C", "C", "N", "O", "S", "H", "H", "H", "H", "H", "H", "H"], "coordinates": [[2.042, -0.290, 1.365], [2.500, 0.705, -0.556], [0.376, 0.238, -0.063], [-1.670, -1.195, 0.222], [-1.057, 0.015, -0.441], [2.868, 0.182, 0.546], [1.214, 0.762, -0.910], [-1.850, 1.618, 0.167], [1.670, -0.695, 2.268], [3.210, 1.061, -1.275], [-2.376, -1.799, -0.469], [-0.874, -1.670, 0.754], [-2.453, -0.808, 0.974], [-1.105, -0.006, -1.525], [-2.494, 1.879, -1.059]], "atomic_forces_ev_per_a": [[-3.063, 0.734, -3.166], [2.276, 1.241, -1.825], [2.362, -1.144, 2.268], [-3.245, 0.614, 0.333], [0.609, 1.548, -0.196], [-0.159, -0.789, 2.268], [-2.084, -0.979, 0.474], [-0.653, -0.110, -1.965], [0.447, -0.039, 0.545], [-0.168, 0.197, -0.227], [1.863, 0.557, 0.894], [0.062, -1.125, 0.135], [1.412, -0.667, -0.750], [-0.288, 0.102, -0.201], [0.628, -0.139, 1.413]], "nbo_charge": [0.03, 0.16, 0.24, -0.64, -0.42, -0.41, -0.40, -0.05, 0.24, 0.18, 0.23, 0.23, 0.23, 0.23, 0.14], "homo_energy_ev": [-7.276, -7.272], "de_lowest_ev": 6.403, "lumo_energy_ev": [0.34, 0.34], "total_charge": 0}

7.
{"formula": "C5H7NS", "method": "wB97M-V/def2-TZVPD", "symbols": ["C", "C", "C", "C", "C", "H", "H", "H", "H", "H", "H", "H", "N", "S"], "coordinates": [[-0.896, 1.692, 1.059], [-0.272, 0.661, 0.517], [-0.952, -0.617, 0.243], [0.063, -1.315, -0.767], [1.480, -0.601, -0.498], [-1.947, 1.775, 1.089], [-0.385, 2.644, 1.058], [-0.875, -1.409, 1.232], [-1.931, -0.476, -0.118], [0.383, -2.394, -0.767], [-0.218, -1.048, -1.811], [1.680, 1.504, 0.070], [1.095, 0.509, 0.272], [2.776, -0.923, -1.579]], "atomic_forces_ev_per_a": [[1.271, 1.498, -1.197], [-0.382, -0.976, 0.968], [3.050, -4.567, 1.861], [1.486, 0.131, 0.023], [-2.259, 1.141, -2.493], [-0.978, -0.393, 0.285], [0.204, 0.158, 0.588], [-0.722, 2.553, -2.410], [-1.143, -0.213, -0.255], [-1.385, 0.777, 0.343], [0.435, -0.183, 0.616], [-1.819, -3.820, 1.110], [3.847, 3.116, -2.025], [-1.605, 0.779, 2.588]], "nbo_charge": [-0.45, 0.17, -0.44, -0.48, 0.16, 0.21, 0.20, 0.22, 0.23, 0.25, 0.23, 0.43, -0.60, -0.13], "homo_energy_ev": -8.541, "de_lowest_ev": 2.040, "lumo_energy_ev": -0.09, "smiles": "C=C1CCC(=S)N1", "total_charge": 0}

8.
{"formula": "C5H7NS", "method": "wB97M-V/def2-TZVPD", "symbols": ["C", "C", "C", "C", "C", "H", "H", "H", "H", "H", "H", "H", "N", "S"], "coordinates": [[2.580, 0.190, 0.040], [1.121, -0.133, -0.097], [-1.255, 0.534, -0.468], [-0.967, 1.856, 0.044], [0.146, 0.906, 0.286], [2.975, 0.267, 1.183], [2.598, 1.278, -0.622], [3.037, -0.672, -0.442], [-0.834, 0.456, -1.388], [-1.561, 2.216, 0.951], [-1.033, 2.600, -0.754], [0.207, 0.494, 1.325], [0.481, -1.278, -0.325], [-1.156, -1.113, 0.200]], "atomic_forces_ev_per_a": [[-0.253, 1.751, -0.570], [-1.905, -0.622, -1.190], [0.758, -1.752, 3.024], [-1.278, 2.212, 1.735], [-0.542, 0.215, 1.297], [-1.199, 0.109, -2.841], [0.937, -3.199, 2.140], [0.881, 0.450, -0.095], [0.287, -0.349, -3.340], [1.323, -0.495, -1.076], [0.538, -0.155, 0.265], [-1.178, 1.105, 0.201], [2.240, 1.112, 1.724], [-0.607, -0.383, -1.272]], "nbo_charge": [-0.66, 0.27, -0.42, -0.37, -0.31, 0.25, 0.24, 0.24, 0.19, 0.24, 0.24, 0.24, -0.60, 0.45], "homo_energy_ev": -8.141, "de_lowest_ev": 5.513, "lumo_energy_ev": 0.74, "total_charge": 0}